20
Properties=species:S:1:pos:R:3 method="wB97M-V/def2-TZVPD" molar_mass_g_mol=112.2 s2=0.76 spin_multiplicity=2 gap_ha="0.409 / 0.276" lumo_energy_ev="-3.84 / -7.73" charge=+1 homo_energy_ev="-15.0 / -15.2"
C -1.07467 1.86481 0.50959
C 0.21839 2.31001 1.17442
H -1.93429 2.12019 1.12827
H -1.24406 2.18238 -0.51452
H -1.06290 0.76909 0.43015
H 1.01516 2.21298 0.42553
H 0.51334 1.69229 2.02628
H 0.28321 3.33402 1.53690
C 0.55448 -0.86537 -2.37826
C 0.99394 -1.06129 0.20652
C 0.23230 -1.25726 -1.01357
C -0.78199 -2.26505 0.58112
N 0.37084 -1.72831 1.15386
N -0.81760 -2.02289 -0.70335
H 1.85732 -0.47371 0.48619
H 0.63159 -1.69683 2.13127
H 1.13443 0.04653 -2.48423
H -0.35505 -0.76877 -2.97391
H -1.60956 -2.68264 1.12734
H 1.07513 -1.71017 -2.84959



32
Properties=species:S:1:pos:R:3 method="wB97M-V/def2-TZVPD" molar_mass_g_mol=421.0 spin_multiplicity=1 gap_ha=0.113 lumo_energy_ev=-0.38 charge=-1 homo_energy_ev=-3.5
Cl -0.95416 -2.74215 0.79564
C -2.07151 -2.04492 -0.30011
C -2.88577 -1.01295 0.12593
Cl -2.81436 -0.41536 1.71461
C -3.87335 -0.37387 -0.75064
O -4.60409 0.54150 -0.38732
C -3.97840 -0.93518 -2.19903
O -4.78461 -0.45545 -2.98629
C -3.13575 -2.09107 -2.50750
Cl -3.33728 -2.75230 -4.05949
C -2.25549 -2.63855 -1.59037
Cl -1.35405 -4.03337 -1.99808
C 2.34130 -2.08757 0.94644
C 1.80881 -1.00549 0.08067
C 1.63450 -1.29866 -1.28488
N 1.54013 -1.56597 -2.42653
C 1.74895 0.35621 0.48018
C 2.04020 0.79742 1.81766
C 1.94801 2.13034 2.17276
C 1.59885 3.08908 1.19496
N 1.43634 4.45218 1.56640
O 1.11251 5.28631 0.68782
O 1.61060 4.78331 2.76173
C 1.37628 2.70656 -0.14377
C 1.45462 1.37040 -0.48757
H 2.51553 -1.77093 1.97634
H 1.66175 -2.94600 0.94213
H 3.28458 -2.44813 0.50993
H 2.34893 0.06982 2.56667
H 2.13789 2.46694 3.19239
H 1.14196 3.47426 -0.87911
H 1.30709 1.09357 -1.53160



36
Properties=species:S:1:pos:R:3 method="wB97M-V/def2-TZVPD" molar_mass_g_mol=222.5 spin_multiplicity=1 gap_ha=0.369 lumo_energy_ev=0.80 charge=0 smiles=C[Si](C)(C)c1ccc([Si](C)(C)C)cc1 homo_energy_ev=-9.2
C -0.08234 -0.82964 1.06213
C 0.80507 1.25129 0.32007
C -0.12754 -1.31384 -0.23203
C 0.81893 0.74884 -0.97651
C 0.30236 0.47038 1.33381
C 0.31845 -0.50087 -1.27922
C 0.59259 -0.09800 4.44313
C -1.91743 1.39079 3.28471
C 0.79803 2.66266 3.29078
C -1.79250 -1.12876 -3.40546
C 0.89835 0.01002 -4.33245
C 0.72968 -2.80292 -3.31002
Si -0.09029 1.02734 3.07411
Si 0.07943 -1.07348 -3.03253
H -0.41152 -1.48497 1.84618
H 1.13370 2.26293 0.48380
H -0.58682 -2.24596 -0.46328
H 1.16015 1.37521 -1.80029
H 1.65571 0.01316 4.55510
H 0.11717 0.21448 5.35031
H 0.37984 -1.16243 4.31449
H -2.22570 1.94530 2.38932
H -2.44232 0.44208 3.21761
H -2.20634 1.98820 4.16986
H 0.29321 3.43958 2.74605
H 0.81742 3.00723 4.31594
H 1.79964 2.58151 2.92321
H -2.26713 -1.90610 -2.78364
H -2.01639 -1.38128 -4.45988
H -2.18823 -0.13170 -3.18710
H 0.61678 -0.35699 -5.30738
H 0.57259 1.06056 -4.16251
H 1.96810 0.03800 -4.26158
H -0.06003 -3.52309 -3.10061
H 1.58791 -3.01050 -2.67831
H 0.96949 -2.97902 -4.34782



75
Properties=species:S:1:pos:R:3 method="wB97M-V/def2-TZVPD" molar_mass_g_mol=844.7 spin_multiplicity=1 gap_ha=0.283 lumo_energy_ev=-3.34 charge=+1 homo_energy_ev=-11.0
Hf 0.38038 1.74961 2.16914
O -5.74395 3.25902 2.51067
C -4.40209 3.09031 2.46206
C -3.57838 3.67891 1.46584
C -2.23236 3.31160 1.46685
N -1.72552 2.42208 2.34532
C -2.50921 1.96895 3.34376
C -3.84182 2.25203 3.43815
C -1.64622 1.21406 4.36604
O -2.02511 0.88999 5.43383
O -0.42852 1.02542 3.89912
C -1.13792 3.86029 0.55475
O -1.37799 4.58911 -0.35036
O 0.05680 3.29831 0.86734
H -6.16240 3.65657 1.72254
H -3.96030 4.37202 0.70503
H -4.45628 1.82656 4.20541
O 1.39656 2.56068 3.93126
C 2.80785 2.68905 4.05822
C 3.35722 2.87268 2.70488
C 4.65206 3.28717 2.45801
C 5.07855 3.41105 1.13739
C 4.26719 3.02842 0.08533
C 3.02245 2.54082 0.41489
N 2.56464 2.55265 1.68322
H 0.94176 2.12251 4.66871
H 3.24096 1.75182 4.46740
H 3.05376 3.52550 4.68266
H 5.23758 3.63888 3.30046
H 6.07559 3.81460 0.87907
H 4.55141 3.04635 -0.94633
H 2.32467 2.23109 -0.31622
O 1.66366 -0.04837 2.62977
C 1.14163 -0.68329 1.63816
O 0.27509 -0.01694 0.94301
C 1.54347 -2.06450 1.20310
C 0.37193 -2.74099 0.44379
Ge -0.11814 -2.36877 -1.42401
C -1.71658 -1.17607 -1.22592
C -1.62678 0.08580 -1.79988
C -2.66407 0.95887 -1.64268
C -3.75952 0.66468 -0.87955
C -3.82271 -0.54008 -0.21698
C -2.78529 -1.45746 -0.39876
C -0.53821 -4.10067 -2.25963
C 0.41255 -4.75973 -2.99578
C 0.10673 -5.94639 -3.63875
C -1.17590 -6.51251 -3.45417
C -2.07326 -5.85821 -2.61400
C -1.76671 -4.65375 -2.06385
C 1.22598 -1.48193 -2.59562
C 1.05118 -1.69066 -3.97278
C 1.90045 -1.10920 -4.89126
C 3.01417 -0.38685 -4.45875
C 3.15403 -0.17757 -3.11954
C 2.27958 -0.73842 -2.17473
H 1.78619 -2.56783 2.10128
H 2.44639 -1.97257 0.58196
H -0.54039 -2.63344 1.09763
H 0.50751 -3.80305 0.53278
H -0.74164 0.41733 -2.37585
H -2.66770 1.96848 -2.08386
H -4.50835 1.41767 -0.82368
H -4.72025 -0.74551 0.37516
H -2.85070 -2.39590 0.12564
H 1.40840 -4.36531 -3.05763
H 0.87441 -6.42144 -4.25677
H -1.41031 -7.48160 -3.87929
H -3.01809 -6.33022 -2.42366
H -2.52627 -4.14338 -1.55222
H 0.17775 -2.25887 -4.33664
H 1.64571 -1.18324 -5.94324
H 3.78099 0.02137 -5.12199
H 4.03172 0.31949 -2.68480
H 2.44996 -0.57710 -1.12041



23
Properties=species:S:1:pos:R:3 method="wB97M-V/def2-TZVPD" molar_mass_g_mol=125.2 s2=0.76 spin_multiplicity=2 gap_ha="0.390 / 0.269" lumo_energy_ev="-4.04 / -7.50" charge=+1 homo_energy_ev="-14.6 / -14.8"
C -2.04211 -0.28189 -0.83106
N 0.76383 -0.97910 -0.08229
C 0.11050 0.18054 0.43138
C -1.20459 0.51487 0.09118
C 0.61775 0.88678 1.68224
H -2.51590 -1.19365 -0.34472
H -2.68656 0.48546 -1.34760
H -1.46953 -1.06620 -1.53990
H 0.23600 -1.22372 -0.93330
H 1.76713 -0.96073 -0.12950
H -1.80116 1.35789 0.59166
H 0.19158 1.92403 1.65604
H 1.68846 0.89351 1.92092
H 0.22166 0.44338 2.65869
H 0.17395 1.18047 -1.81675
H 0.03124 2.25348 -2.87410
O 0.09618 1.34925 -2.75266
H -0.40294 -1.10908 3.02967
H 0.02150 -0.75071 4.48925
O -0.67017 -1.22390 3.96581
H 1.65643 -0.46775 -2.85352
H 2.78924 -1.50009 -2.64314
O 2.42749 -0.71284 -2.36831



10
Properties=species:S:1:pos:R:3 method="wB97M-V/def2-TZVPD" molar_mass_g_mol=84.1 spin_multiplicity=1 gap_ha=0.400 lumo_energy_ev=0.39 charge=0 smiles="C=NOCC#N" homo_energy_ev=-10.5
C -2.06242 -0.69648 0.04157
C 0.98447 0.74822 -0.15643
C 2.39703 -0.08133 -0.01937
H -1.97570 -0.37355 1.27565
H -2.90684 -1.09162 -0.55125
H 1.01432 1.84831 0.48091
H 0.82747 1.15756 -1.04222
N -1.03594 -0.27242 -0.51067
N 2.82698 -1.21966 -0.02727
O -0.06936 -0.01902 0.50907